{"formula": "C24H43FeN2P3Se", "method": "ωB97M-V with the def2-TZVPD basis set", "e_homo_ha": [-0.612, -0.612], "relative_energy_ev": 0.2746, "total_charge": 3, "multiplicity": 6, "lumo_energy_ev": [-8.73, -12.47], "orbital_gap_ev": [7.913, 4.185], "species": ["Fe", "P", "P", "P", "H", "C", "C", "H", "C", "C", "C", "C", "C", "C", "C", "C", "C", "H", "H", "H", "H", "H", "H", "H", "H", "H", "H", "H", "H", "H", "H", "H", "H", "H", "H", "H", "H", "H", "H", "H", "H", "H", "H", "H", "H", "H", "C", "C", "C", "C", "C", "C", "Se", "H", "H", "H", "H", "H", "H", "N", "C", "N", "C", "C", "C", "C", "C", "C", "H", "H", "H", "H", "H", "H"], "coordinates": [[0.221, -0.033, 0.057], [0.445, 1.880, 1.225], [-1.798, 0.572, -0.741], [1.043, 0.722, -1.853], [6.093, -5.289, 0.846], [6.727, -4.431, 0.590], [6.613, -3.241, 1.220], [5.915, -3.064, 2.062], [-0.072, 1.792, 2.983], [-0.233, 3.537, 0.782], [2.233, 2.265, 1.375], [-2.750, -0.627, -1.769], [-2.904, 0.873, 0.692], [-2.175, 2.073, -1.749], [2.786, 0.158, -1.842], [1.221, 2.483, -2.366], [0.361, 0.028, -3.427], [7.481, -4.623, -0.190], [7.259, -2.399, 0.950], [0.698, 1.281, 3.575], [-1.008, 1.226, 3.085], [-0.206, 2.811, 3.377], [-1.332, 3.546, 0.768], [0.138, 3.874, -0.194], [0.109, 4.258, 1.540], [2.727, 1.443, 1.903], [2.370, 3.190, 1.947], [2.693, 2.387, 0.389], [-3.747, -0.195, -1.947], [-2.864, -1.599, -1.273], [-2.263, -0.781, -2.742], [-3.901, 1.101, 0.291], [-2.561, 1.715, 1.306], [-2.961, -0.022, 1.321], [-3.268, 2.087, -1.876], [-1.720, 2.026, -2.746], [-1.873, 2.997, -1.242], [3.271, 0.470, -2.779], [2.836, -0.936, -1.726], [3.333, 0.617, -1.006], [1.807, 2.485, -3.296], [1.737, 3.079, -1.602], [0.247, 2.936, -2.585], [1.051, 0.287, -4.243], [-0.635, 0.425, -3.663], [0.298, -1.067, -3.331], [1.788, -3.453, -1.419], [2.674, -3.298, -0.347], [3.928, -3.869, -0.468], [4.286, -4.658, -1.560], [3.337, -4.945, -2.550], [2.065, -4.375, -2.448], [0.109, -2.485, -1.278], [0.747, -1.750, -0.058], [2.451, -2.782, 0.595], [4.613, -3.693, 0.351], [5.298, -5.067, -1.586], [3.551, -5.619, -3.379], [1.254, -4.645, -3.119], [0.292, -2.099, 3.910], [0.754, -1.314, 2.914], [-0.102, -1.273, 1.887], [-1.185, -2.097, 2.241], [-2.379, -2.412, 1.597], [-3.350, -3.153, 2.290], [-3.094, -3.624, 3.584], [-1.861, -3.382, 4.203], [-0.944, -2.612, 3.511], [0.792, -2.328, 4.770], [1.693, -0.788, 2.997], [-2.536, -2.092, 0.570], [-4.323, -3.360, 1.829], [-3.879, -4.197, 4.077], [-1.635, -3.764, 5.194]]}

***

{"formula": "C24H43N2P3S2Tc", "method": "ωB97M-V with the def2-TZVPD basis set", "e_homo_ha": [-0.710, -0.706], "relative_energy_ev": 1.3064, "total_charge": 4, "multiplicity": 4, "lumo_energy_ev": [-13.42, -15.32], "orbital_gap_ev": [5.893, 3.887], "species": ["Tc", "P", "P", "P", "H", "C", "C", "H", "C", "C", "C", "C", "C", "C", "C", "C", "C", "H", "H", "H", "H", "H", "H", "H", "H", "H", "H", "H", "H", "H", "H", "H", "H", "H", "H", "H", "H", "H", "H", "H", "H", "H", "H", "H", "H", "H", "C", "C", "C", "C", "C", "C", "S", "H", "H", "H", "H", "H", "H", "N", "C", "N", "C", "C", "C", "C", "C", "C", "S", "H", "H", "H", "H", "H", "H"], "coordinates": [[-0.339, -0.584, -0.587], [-1.911, -0.084, 0.851], [1.557, 0.177, 0.795], [0.215, -2.543, 0.345], [-1.691, -2.254, -4.096], [-1.563, -2.425, -3.006], [-2.614, -2.048, -2.229], [-3.389, -1.445, -2.703], [-3.176, 1.173, 0.340], [-1.501, 0.419, 2.602], [-3.123, -1.447, 1.188], [3.187, -0.016, -0.085], [1.821, 1.910, 1.428], [2.102, -0.659, 2.384], [-0.954, -3.833, -0.178], [0.142, -3.265, 2.071], [1.756, -3.182, -0.439], [-0.786, -3.136, -2.724], [-3.076, -2.705, -1.472], [-3.164, 1.271, -0.756], [-2.983, 2.157, 0.784], [-4.185, 0.858, 0.648], [-0.927, 1.359, 2.605], [-0.904, -0.377, 3.073], [-2.430, 0.556, 3.185], [-3.412, -1.882, 0.223], [-4.017, -1.017, 1.670], [-2.688, -2.219, 1.837], [3.969, 0.599, 0.382], [3.093, 0.307, -1.129], [3.506, -1.065, -0.078], [2.788, 2.000, 1.953], [1.032, 2.177, 2.140], [1.803, 2.643, 0.612], [2.899, -0.075, 2.879], [2.482, -1.673, 2.180], [1.252, -0.724, 3.075], [-0.419, -4.768, -0.353], [-1.407, -3.516, -1.099], [-1.746, -3.949, 0.571], [0.435, -4.324, 2.004], [-0.901, -3.241, 2.419], [0.766, -2.776, 2.821], [1.683, -4.275, -0.506], [2.664, -2.914, 0.114], [1.848, -2.786, -1.463], [-1.776, 1.313, -4.884], [-1.130, 0.231, -4.300], [0.068, -0.251, -4.807], [0.606, 0.261, -5.983], [-0.055, 1.312, -6.620], [-1.200, 1.872, -6.043], [-3.156, 2.090, -4.098], [-4.007, 1.117, -4.352], [-1.580, -0.229, -3.424], [0.531, -1.103, -4.324], [1.540, -0.140, -6.425], [0.330, 1.727, -7.550], [-1.729, 2.690, -6.505], [1.885, 0.678, -2.883], [1.015, 1.659, -2.510], [0.203, 1.590, -1.468], [-0.240, 2.920, -1.134], [-0.809, 3.403, 0.055], [-1.003, 4.773, 0.257], [-0.635, 5.695, -0.725], [-0.031, 5.250, -1.907], [0.205, 3.889, -2.077], [1.131, 3.172, -3.385], [2.475, 0.863, -3.669], [1.756, -0.273, -2.535], [-1.075, 2.703, 0.836], [-1.446, 5.140, 1.191], [-0.817, 6.763, -0.569], [0.280, 5.921, -2.688]]}

***

{"formula": "C24H43NP2Pb", "method": "ωB97M-V with the def2-TZVPD basis set", "e_homo_ha": [-0.478, -0.484], "relative_energy_ev": 2.3648, "total_charge": 2, "multiplicity": 1, "lumo_energy_ev": [-9.08, -7.53], "orbital_gap_ev": [3.933, 5.646], "species": ["P", "P", "C", "C", "H", "H", "H", "H", "C", "H", "H", "H", "C", "H", "H", "H", "C", "H", "H", "H", "C", "H", "H", "H", "Pb", "C", "C", "C", "C", "C", "C", "C", "C", "C", "H", "H", "H", "H", "H", "H", "H", "H", "H", "H", "H", "H", "H", "H", "H", "C", "N", "C", "C", "C", "C", "C", "C", "C", "C", "H", "H", "H", "H", "H", "H", "H", "H", "H", "H", "H", "H"], "coordinates": [[-2.331, -2.389, 0.872], [1.797, -2.510, 2.340], [-0.672, -3.250, 0.720], [0.183, -3.464, 2.035], [-0.053, -2.716, -0.018], [-0.948, -4.213, 0.263], [-0.413, -3.226, 2.942], [0.561, -4.493, 2.044], [2.809, -2.687, 0.787], [2.908, -1.707, 0.320], [2.420, -3.357, 0.017], [3.826, -2.998, 1.050], [2.649, -3.829, 3.322], [2.509, -4.832, 2.863], [2.241, -3.779, 4.357], [3.734, -3.589, 3.388], [-3.070, -2.099, -0.805], [-3.469, -1.089, -0.867], [-3.883, -2.791, -1.022], [-2.426, -2.103, -1.718], [-3.410, -3.709, 1.504], [-2.830, -4.301, 2.213], [-3.827, -4.348, 0.716], [-4.191, -3.163, 2.044], [-0.387, -1.958, -2.396], [0.287, -4.739, -1.493], [0.658, -3.927, -2.573], [0.303, -4.224, -4.045], [-1.077, -4.876, -4.106], [-2.017, -4.065, -3.202], [-2.665, -4.642, -2.153], [-2.058, -5.612, -1.187], [-0.569, -5.969, -1.398], [-1.391, 0.493, -1.692], [1.036, -4.745, -0.689], [1.648, -3.422, -2.453], [1.063, -4.857, -4.527], [0.256, -3.282, -4.629], [-1.415, -4.900, -5.156], [-1.007, -5.953, -3.901], [-2.457, -3.180, -3.704], [-3.766, -4.582, -2.074], [-2.611, -6.563, -1.099], [-2.169, -5.188, -0.176], [-0.243, -6.592, -0.541], [-0.492, -6.682, -2.225], [-1.350, 0.580, -0.574], [-2.444, 0.568, -1.970], [-0.801, 1.316, -2.119], [3.127, 0.844, -0.180], [1.890, 1.466, -0.687], [2.168, 2.267, -1.882], [1.103, 2.165, 0.340], [0.611, 1.276, 1.415], [1.279, 1.238, 2.677], [0.880, 0.369, 3.669], [-0.248, -0.434, 3.484], [-1.033, -0.285, 2.308], [-0.501, 0.513, 1.310], [3.674, 0.386, -1.031], [2.873, 0.089, 0.576], [3.815, 1.592, 0.286], [1.208, 2.584, -2.313], [2.758, 3.178, -1.632], [2.719, 1.671, -2.640], [1.733, 2.956, 0.772], [0.265, 2.622, -0.205], [2.147, 1.876, 2.817], [1.466, 0.244, 4.596], [-0.561, -1.161, 4.245], [-2.004, -0.803, 2.244]]}

***

Copy entry 1 word for word.
{"formula": "C24H43FeN2P3Se", "method": "ωB97M-V with the def2-TZVPD basis set", "e_homo_ha": [-0.612, -0.612], "relative_energy_ev": 0.2746, "total_charge": 3, "multiplicity": 6, "lumo_energy_ev": [-8.73, -12.47], "orbital_gap_ev": [7.913, 4.185], "species": ["Fe", "P", "P", "P", "H", "C", "C", "H", "C", "C", "C", "C", "C", "C", "C", "C", "C", "H", "H", "H", "H", "H", "H", "H", "H", "H", "H", "H", "H", "H", "H", "H", "H", "H", "H", "H", "H", "H", "H", "H", "H", "H", "H", "H", "H", "H", "C", "C", "C", "C", "C", "C", "Se", "H", "H", "H", "H", "H", "H", "N", "C", "N", "C", "C", "C", "C", "C", "C", "H", "H", "H", "H", "H", "H"], "coordinates": [[0.221, -0.033, 0.057], [0.445, 1.880, 1.225], [-1.798, 0.572, -0.741], [1.043, 0.722, -1.853], [6.093, -5.289, 0.846], [6.727, -4.431, 0.590], [6.613, -3.241, 1.220], [5.915, -3.064, 2.062], [-0.072, 1.792, 2.983], [-0.233, 3.537, 0.782], [2.233, 2.265, 1.375], [-2.750, -0.627, -1.769], [-2.904, 0.873, 0.692], [-2.175, 2.073, -1.749], [2.786, 0.158, -1.842], [1.221, 2.483, -2.366], [0.361, 0.028, -3.427], [7.481, -4.623, -0.190], [7.259, -2.399, 0.950], [0.698, 1.281, 3.575], [-1.008, 1.226, 3.085], [-0.206, 2.811, 3.377], [-1.332, 3.546, 0.768], [0.138, 3.874, -0.194], [0.109, 4.258, 1.540], [2.727, 1.443, 1.903], [2.370, 3.190, 1.947], [2.693, 2.387, 0.389], [-3.747, -0.195, -1.947], [-2.864, -1.599, -1.273], [-2.263, -0.781, -2.742], [-3.901, 1.101, 0.291], [-2.561, 1.715, 1.306], [-2.961, -0.022, 1.321], [-3.268, 2.087, -1.876], [-1.720, 2.026, -2.746], [-1.873, 2.997, -1.242], [3.271, 0.470, -2.779], [2.836, -0.936, -1.726], [3.333, 0.617, -1.006], [1.807, 2.485, -3.296], [1.737, 3.079, -1.602], [0.247, 2.936, -2.585], [1.051, 0.287, -4.243], [-0.635, 0.425, -3.663], [0.298, -1.067, -3.331], [1.788, -3.453, -1.419], [2.674, -3.298, -0.347], [3.928, -3.869, -0.468], [4.286, -4.658, -1.560], [3.337, -4.945, -2.550], [2.065, -4.375, -2.448], [0.109, -2.485, -1.278], [0.747, -1.750, -0.058], [2.451, -2.782, 0.595], [4.613, -3.693, 0.351], [5.298, -5.067, -1.586], [3.551, -5.619, -3.379], [1.254, -4.645, -3.119], [0.292, -2.099, 3.910], [0.754, -1.314, 2.914], [-0.102, -1.273, 1.887], [-1.185, -2.097, 2.241], [-2.379, -2.412, 1.597], [-3.350, -3.153, 2.290], [-3.094, -3.624, 3.584], [-1.861, -3.382, 4.203], [-0.944, -2.612, 3.511], [0.792, -2.328, 4.770], [1.693, -0.788, 2.997], [-2.536, -2.092, 0.570], [-4.323, -3.360, 1.829], [-3.879, -4.197, 4.077], [-1.635, -3.764, 5.194]]}